1.
{"formula": "C6H6", "method": "ωB97M-V/def2-TZVPD", "homo_energy_ev": -8.304, "smiles": "C1=CC1C1C=C1", "species": ["C", "C", "C", "C", "C", "C", "H", "H", "H", "H", "H", "H"], "positions_angstrom": [[1.6780, -1.0016, -0.1807], [2.0200, 0.2557, 0.1794], [0.7233, 0.2170, -0.5462], [-0.7646, 0.5577, -0.1099], [-1.5622, 0.0435, 0.9525], [-2.1652, -0.0865, -0.2739], [1.8887, -2.0201, -0.1606], [2.8000, 0.8656, 0.5948], [0.9627, 0.4337, -1.5602], [-0.9283, 1.6801, -0.1972], [-1.1806, -0.5280, 1.7916], [-2.9650, -0.0796, -0.9650]], "atomic_forces_ev_per_a": [[-0.5, 5.6, 1.5], [-0.7, -3.6, 0.0], [-0.6, -1.7, -0.7], [1.3, 3.6, -1.7], [-1.2, -3.0, -2.1], [3.1, 0.7, 3.7], [0.2, -1.3, -0.1], [-0.1, 0.2, 0.2], [-1.0, 0.7, -1.1], [1.1, -0.9, 0.0], [-1.1, 0.4, 0.6], [-0.5, -0.6, -0.3]]}

---

2.
{"formula": "CH2F2O3S2", "method": "ωB97M-V/def2-TZVPD", "multiplicity": 3, "homo_energy_ev": [-6.766, -12.002], "s2": 2.01, "species": ["C", "O", "O", "O", "F", "F", "S", "S", "H", "H"], "positions_angstrom": [[-1.2425, -0.2779, 0.4212], [0.0564, 2.3841, 0.5616], [1.3774, 0.2409, 0.2748], [0.6823, -1.8012, 1.2827], [0.4882, 1.3453, -1.7015], [0.7751, -1.8156, -1.1374], [1.1313, 1.7919, -0.1735], [0.2639, -0.9294, 0.2473], [-1.6504, 0.0932, -0.3952], [-1.8815, -1.0314, 0.6199]], "atomic_forces_ev_per_a": [[-0.7, 0.6, 3.3], [0.0, -0.5, -0.2], [0.5, 2.4, 0.8], [-0.7, -0.3, 1.3], [0.3, 0.5, 1.6], [0.7, -1.8, -2.0], [0.1, -0.3, -1.5], [2.8, -1.1, -1.6], [-1.0, 2.9, -3.9], [-2.2, -2.5, 2.2]]}

---

3.
{"formula": "ClH2NO2S", "method": "ωB97M-V/def2-TZVPD", "homo_energy_ev": -11.516, "smiles": "NS(=O)(=O)Cl", "species": ["N", "S", "O", "O", "Cl", "H", "H"], "positions_angstrom": [[1.1526, 0.2443, 0.0571], [-0.6695, 0.3070, -0.0472], [-1.0040, 0.9211, -1.2324], [-1.1037, 0.7451, 1.2628], [-1.1879, -1.6823, -0.1582], [1.6277, -0.1327, -0.7812], [1.1848, -0.4025, 0.8991]], "atomic_forces_ev_per_a": [[-3.1, -0.9, 1.4], [3.7, -1.0, 4.3], [-1.1, 1.4, -2.9], [0.5, -0.6, -1.9], [0.0, 0.3, -0.1], [-0.8, -0.1, 0.6], [0.8, 0.9, -1.5]]}

---

Table of energy above the lowest of the compared OMol25 structures with the same formula, charge and spin (kJ/mol), in record order: 691.8 151.5 24.2
Table of E (hartree), in record order: -231.962823 -1260.856765 -1064.783177
Table of max |F| (Eh/bohr), in record order: 0.11370 0.09682 0.11157